[1]
C20H17N3O7 | ωB97M-V/def2-TZVPD

Positions of all 47 atoms, in Å:
1 O 7.73578 -3.39227 1.15719
2 O -5.60505 -0.86741 -3.26510
3 O 5.04771 0.79051 3.02115
4 O -3.14383 2.15053 0.71452
5 O 3.07059 2.70340 2.44524
6 O 5.62255 -3.12469 0.41858
7 O -2.93909 0.08325 -3.67974
8 N 2.11804 -0.71695 1.57003
9 N -1.08177 0.86598 0.83320
10 N 4.86129 -1.25248 2.12497
11 C -4.97254 -0.03812 -2.37881
12 C 4.30614 -0.01232 2.44977
13 C 0.09531 -1.71820 0.67163
14 C 2.28418 1.62284 2.06524
15 C -3.73918 -0.38340 -4.76197
16 C -3.68266 1.38817 -0.31316
17 C 2.86635 0.29881 2.04005
18 C 0.83351 -0.49046 1.19426
19 C -5.02583 1.09449 -0.24063
20 C -3.01779 1.04681 -1.49724
21 C 0.92774 1.82491 1.69781
22 C 0.25365 3.03628 1.77231
23 C -1.09775 3.15423 1.46376
24 C -3.64737 0.34633 -2.52889
25 C 6.54394 -2.77429 1.15013
26 C -1.77892 2.04452 0.98288
27 C 6.30364 -1.56617 2.04574
28 C 0.18898 0.74017 1.23218
29 C -4.73446 -1.43097 -4.25134
30 C -5.68047 0.36514 -1.22861
31 H -0.41434 -1.44410 -0.26952
32 H -5.51777 1.52757 0.60058
33 H -1.66059 4.08596 1.57164
34 H 0.81325 3.89206 2.11391
35 H -0.66961 -2.08566 1.40708
36 H 6.69451 -1.79646 3.01764
37 H -6.74161 0.11284 -1.17757
38 H -1.98621 1.27868 -1.64702
39 H -3.08829 -0.88640 -5.48695
40 H 4.23265 -1.85723 1.53146
41 H 7.65825 -4.12502 0.52486
42 H 6.86303 -0.69708 1.63029
43 H -4.28071 0.44600 -5.20852
44 H -5.36300 -1.80884 -5.03515
45 H 3.94275 2.40512 2.78880
46 H 0.80355 -2.52832 0.56208
47 H -4.19857 -2.30776 -3.82875

**HOMO level**: -8.11 eV
**Charge**: 0
**Structure (SMILES)**: Cc1nc(C(=O)NCC(=O)O)c(O)c2ccc(Oc3ccc4c(c3)OCCO4)nc12
**Electronic energy**: -39818.5811 eV
**Relative energy (zero: lowest compared OMol25 entry of this formula, charge and spin)**: 0.0 kcal/mol


[2]
C20H17N5S6SbSe4Tc | ωB97M-V/def2-TZVPD

Positions of all 54 atoms, in Å:
1 Sb -1.49179 -5.38454 -0.24244
2 Tc 0.15760 -1.43326 1.16349
3 Se -1.36048 -3.41857 1.73894
4 Se -0.98461 -7.30797 0.92347
5 Se 0.73229 -3.86858 0.81477
6 Se -2.82021 -4.77133 -2.05674
7 S 4.42869 -0.80623 3.52538
8 S 5.06960 -0.23769 6.35381
9 S 2.26524 -0.72895 5.53103
10 S -2.09504 -0.34582 1.44873
11 S 2.54978 -1.46965 1.33827
12 S 0.24114 -1.42385 3.46131
13 N -2.92027 0.26498 -1.06381
14 N -3.93027 -1.50528 -0.05034
15 N 0.71783 0.70280 1.06776
16 N 1.91270 0.37726 -0.93802
17 N 0.15968 -1.18933 -1.01585
18 C 1.11292 -0.50450 -1.64904
19 C 1.79307 -1.08387 3.90490
20 C -0.55384 2.60158 -2.66055
21 C 1.81165 3.25279 1.29410
22 C 2.84815 -1.11658 2.93163
23 C -1.32852 1.47859 -2.40912
24 C -0.65121 -1.96522 -1.76593
25 C -2.06120 1.40342 -1.23530
26 C 0.56076 -1.49867 -3.75313
27 C 1.53791 1.18254 0.12877
28 C 0.90980 2.78594 2.24552
29 C 1.36162 -0.65980 -3.01701
30 C -2.04864 2.44038 -0.31438
31 C 2.10911 2.45432 0.21826
32 C -1.26065 3.55241 -0.56687
33 C 0.38722 1.52842 2.08888
34 C -0.49693 -2.14803 -3.11600
35 C 3.98900 -0.56749 5.22403
36 C -3.02385 -0.53725 -0.01414
37 C -0.51512 3.63608 -1.73638
38 H 0.07201 4.52148 -1.94030
39 H 2.77167 2.79461 -0.56601
40 H -1.16445 -2.81032 -3.64815
41 H 2.63797 0.79286 -1.50313
42 H -4.56165 -1.64030 -0.82668
43 H 0.61969 3.38470 3.09613
44 H -4.06089 -2.07770 0.76663
45 H -3.53303 0.07986 -1.84880
46 H -1.38291 0.67143 -3.12956
47 H -0.00110 2.67638 -3.58804
48 H -2.65914 2.38761 0.57613
49 H -0.32519 1.14632 2.80266
50 H 0.73940 -1.63663 -4.81076
51 H -1.43552 -2.47642 -1.22369
52 H 2.25479 4.23528 1.38484
53 H 2.17210 -0.11065 -3.47779
54 H -1.25684 4.37245 0.13852

**HOMO level (alpha / beta)**: -13.34 / -13.34 eV
**Charge**: +2
**Electronic energy**: -363588.1198 eV
**Relative energy (zero: lowest compared OMol25 entry of this formula, charge and spin)**: 25.1 kcal/mol


[3]
C20H17NO4 | ωB97M-V/def2-TZVPD

Positions of all 42 atoms, in Å:
1 O 5.52268 -3.84651 1.32991
2 O 4.36000 -2.96182 -0.52795
3 O -1.13866 -3.51863 2.54779
4 O 7.57755 -4.54678 1.05790
5 N 6.52009 -4.01580 0.61084
6 C -0.18783 -3.36661 0.35528
7 C 3.34525 0.29987 -0.10646
8 C 5.57385 -2.84118 -2.77393
9 C 5.41226 -3.10933 -1.39487
10 C 1.03344 -2.41057 2.22562
11 C 2.08470 -2.53879 0.04978
12 C 3.21020 -2.19282 -0.94782
13 C 3.59196 -0.69346 -1.07782
14 C 7.85199 -3.77111 -1.38453
15 C 6.59262 -3.61127 -0.77824
16 C 4.66098 0.94189 -2.47596
17 C -0.99636 -3.22105 3.97239
18 C 4.73133 1.84546 -1.38657
19 C 3.94817 -0.25057 -2.35140
20 C -0.12994 -3.07429 1.73355
21 C 2.07307 -2.10330 1.36866
22 C 7.98322 -3.54865 -2.75218
23 C 6.84156 -3.04028 -3.42430
24 C 0.89336 -3.09696 -0.46284
25 C 3.96827 1.54437 -0.24509
26 H 2.93829 -1.53150 1.73628
27 H 6.96091 -2.80801 -4.48729
28 H 8.69448 -4.09215 -0.75809
29 H 2.91990 -2.62495 -1.93722
30 H 1.11826 -2.15567 3.28804
31 H 3.73248 -0.87210 -3.24990
32 H -0.02218 -3.57993 4.36082
33 H 5.24210 1.14940 -3.39494
34 H -1.81178 -3.75878 4.46936
35 H -1.08229 -2.12937 4.15639
36 H -1.09740 -3.83625 -0.03082
37 H 0.87321 -3.39787 -1.51370
38 H 3.94512 2.26302 0.58383
39 H 4.73525 -2.44871 -3.39357
40 H 5.41383 2.71348 -1.41621
41 H 2.72012 0.14279 0.78170
42 H 8.92919 -3.77667 -3.24255

**HOMO level**: -8.55 eV
**Charge**: 0
**Structure (SMILES)**: COc1ccc([C@H](Oc2ccccc2[N+](=O)[O-])c2ccccc2)cc1
**Electronic energy**: -30690.7745 eV
**Relative energy (zero: lowest compared OMol25 entry of this formula, charge and spin)**: 128.5 kcal/mol


[4]
C20H17NO5 | ωB97M-V/def2-TZVPD

Positions of all 43 atoms, in Å:
1 O 1.90105 2.86982 0.48158
2 O 1.82057 0.97221 -2.02771
3 O 1.56850 0.84175 1.41014
4 O -5.43436 -1.27633 0.29502
5 O 5.10502 -0.12805 0.93185
6 N 3.59726 0.71130 -0.58701
7 C -3.10198 2.03378 -0.59118
8 C -1.12089 0.99274 0.51383
9 C -4.91796 -2.38409 0.99229
10 C -4.43284 1.95863 -0.95954
11 C 4.14238 -0.27858 0.22530
12 C 1.14227 1.81165 0.82265
13 C -3.27471 -0.15308 0.40485
14 C 3.38006 -2.74534 0.53395
15 C -5.18779 0.84513 -0.65071
16 C 2.41145 -3.66817 0.15144
17 C 2.47236 0.28597 -1.28139
18 C 1.40582 -3.32557 -0.73915
19 C -4.61026 -0.22480 0.03800
20 C 3.30590 -1.47887 -0.00608
21 C -0.24002 1.99286 0.37800
22 C 1.33254 -2.04786 -1.28516
23 C 2.29556 -1.13612 -0.90827
24 C 3.30090 2.76988 0.70164
25 C -2.50792 0.97679 0.09843
26 C 3.99031 2.09666 -0.49333
27 H 4.15989 -3.00265 1.23343
28 H 2.43989 -4.66733 0.56040
29 H -5.74587 -3.08515 1.08472
30 H 3.66291 3.79249 0.81919
31 H 3.69271 2.59231 -1.42061
32 H 3.49097 2.19012 1.61178
33 H 0.54996 -1.77035 -1.97438
34 H 0.66450 -4.06242 -1.01148
35 H -0.75751 0.08957 0.99223
36 H -4.56891 -2.10374 1.99129
37 H -2.80156 -0.96376 0.93735
38 H 5.07318 2.14166 -0.35973
39 H -6.22666 0.77409 -0.93074
40 H -4.10079 -2.86095 0.44138
41 H -0.46298 2.93897 -0.08583
42 H -4.88926 2.77784 -1.49459
43 H -2.52364 2.90697 -0.84389

**HOMO level**: -8.55 eV
**Charge**: 0
**Structure (SMILES)**: COc1cccc(/C=C/C(=O)OCCN2C(=O)c3ccccc3C2=O)c1
**Electronic energy**: -32744.2268 eV
**Relative energy (zero: lowest compared OMol25 entry of this formula, charge and spin)**: 0.2 kcal/mol


[5]
C20H18BN4O4Rh | ωB97M-V/def2-TZVPD

Positions of all 48 atoms, in Å:
1 Rh -0.71794 0.21978 -0.67321
2 O 1.23191 -0.40783 -0.94800
3 O 2.39456 -2.07238 -1.85448
4 O 1.78514 -4.20420 -3.40374
5 O -0.12701 -5.05835 -4.15542
6 N -1.14804 -1.41340 -1.73308
7 N -0.80276 -0.16365 1.14926
8 N -1.38459 1.72174 -1.98227
9 N -1.65723 -3.13304 -2.94977
10 C -3.58356 -1.74344 -2.15398
11 C 0.68754 0.79917 5.53555
12 C 1.34232 -1.49494 -1.60120
13 C 1.47440 2.91242 -0.48773
14 C -2.15349 -2.08381 -2.26836
15 C -0.14978 -1.41920 5.14773
16 C 0.60777 2.12834 0.26124
17 C 2.83500 2.77659 -0.30916
18 C 1.11065 1.20581 1.17458
19 C -1.64983 2.74334 -2.47507
20 C 0.21564 0.06074 3.29678
21 C 0.02859 -2.05143 -2.08033
22 C 3.34051 1.87421 0.62313
23 C 0.14273 0.33451 1.84653
24 C -0.19269 -1.17421 3.79048
25 C 0.66040 1.04746 4.17651
26 C 2.48541 1.09548 1.37536
27 C 0.47892 -4.22405 -3.53103
28 C -0.28863 -3.14185 -2.85377
29 C 0.28432 -0.43361 6.01968
30 B -1.97190 4.13799 -3.12779
31 H -2.16500 -3.83272 -3.47217
32 H 3.51342 3.38006 -0.89140
33 H -0.52820 -1.93352 3.10118
34 H 2.86959 0.38089 2.08782
35 H -4.00968 -1.54505 -3.13710
36 H -4.13897 -2.55773 -1.68996
37 H -1.02424 4.38775 -3.81331
38 H 0.31094 -0.62821 7.07965
39 H -0.47578 2.28619 0.16865
40 H -0.45466 -2.38172 5.53080
41 H -2.98755 4.00781 -3.73886
42 H -3.69545 -0.84736 -1.54208
43 H 1.07819 3.62405 -1.19688
44 H -2.09245 4.89580 -2.21054
45 H 0.97762 2.00607 3.79093
46 H 1.02271 1.56705 6.21798
47 H 4.40829 1.77768 0.75405
48 H 2.11289 -3.42522 -2.84714

**HOMO level (alpha / beta)**: -9.20 / -9.18 eV
**Charge**: 0
**Electronic energy**: -38866.1271 eV
**Relative energy (zero: lowest compared OMol25 entry of this formula, charge and spin)**: 29.5 kcal/mol


[6]
C20H18BrN3O5 | ωB97M-V/def2-TZVPD

Positions of all 47 atoms, in Å:
1 Br -1.57453 -3.49720 3.50009
2 O 1.16191 -1.43225 1.44308
3 O 3.48255 -1.74363 -2.60765
4 O -2.46404 -0.59784 -2.01951
5 O -3.33746 6.47654 1.51831
6 O -1.41928 7.37344 1.88842
7 N -2.13283 6.42157 1.65041
8 N 1.34765 -1.38922 -0.80206
9 N -1.06255 0.32307 -0.53137
10 C -1.50407 5.13507 1.51051
11 C -1.73265 -0.75111 -1.06661
12 C -2.28504 4.01230 1.26238
13 C -1.61446 -2.14137 1.00648
14 C 1.34149 -0.71120 -2.07891
15 C 2.10443 -2.62728 -0.82414
16 C -1.22482 -4.43443 -0.51766
17 C -1.68003 2.78213 1.11458
18 C 0.89620 -0.90899 0.37744
19 C -0.12295 5.02720 1.64118
20 C 0.47187 3.79359 1.50276
21 C 0.03430 0.32666 0.32035
22 C -1.47461 -3.37736 1.61016
23 C 0.39694 1.38042 1.07393
24 C -1.26701 -4.52547 0.86338
25 C -1.37511 -3.20928 -1.14103
26 C 3.51952 -2.36065 -1.34026
27 C 2.79187 -0.52246 -2.55294
28 C -1.54203 -2.05616 -0.37964
29 C -0.28897 2.65218 1.21514
30 H 1.59523 -3.33176 -1.49087
31 H 1.54223 3.69999 1.60628
32 H 4.05623 -1.72007 -0.62455
33 H 0.86389 0.26394 -2.00382
34 H -1.15114 -5.47789 1.35701
35 H 2.12874 -3.02739 0.18977
36 H -3.35665 4.12132 1.19376
37 H 2.80868 -0.11218 -3.56362
38 H 1.32589 1.28549 1.61812
39 H 4.06491 -3.29591 -1.46930
40 H 0.45645 5.91296 1.85190
41 H -1.77928 -1.26180 1.61029
42 H -1.36646 1.22583 -0.88376
43 H -1.36256 -3.12924 -2.21740
44 H -1.07952 -5.32734 -1.10629
45 H 3.30543 0.17155 -1.86836
46 H 0.79938 -1.32536 -2.80740
47 H -2.29773 1.90960 0.97140

**HOMO level**: -9.03 eV
**Charge**: 0
**Structure (SMILES)**: O=C(N/C(=C\c1ccc([N+](=O)[O-])cc1)C(=O)N1CCOCC1)c1cccc(Br)c1
**Electronic energy**: -105779.9905 eV